No. 1
Formula: C41H50FeN4O5SSeSi
Source: the Open Molecules 2025 dataset
Level of theory: ωB97M-V/def2-TZVPD

Geometry as XYZ:
```
104
Properties=species:S:1:pos:R:3:forces:R:3
Fe -0.396 0.449 -0.543 0.0 -0.8 0.0
C -0.908 0.899 -3.470 0.0 -0.1 0.0
N -0.187 -0.041 -2.573 -0.1 0.0 0.0
C -0.691 -1.401 -2.852 0.1 0.0 -0.1
C 1.252 0.018 -2.831 0.1 0.1 -0.1
C 1.765 -0.038 -4.111 0.0 0.0 0.0
C 3.122 0.156 -4.332 0.0 0.0 0.0
C 3.935 0.456 -3.252 0.0 0.0 0.1
C 3.432 0.494 -1.961 0.0 0.0 0.0
C 2.081 0.213 -1.717 -0.1 -0.2 0.1
N 1.437 0.157 -0.494 0.4 0.5 0.0
C 2.031 0.363 0.736 0.0 0.1 -0.3
C 3.364 0.107 1.077 0.0 0.0 0.0
C 3.867 0.486 2.309 0.0 0.0 0.0
C 3.056 1.098 3.252 0.0 0.0 0.0
C 1.709 1.258 2.963 -0.1 -0.1 0.0
C 1.202 0.876 1.735 -0.3 -0.1 0.4
N -0.244 0.935 1.458 0.6 0.1 -0.1
C -0.923 -0.051 2.335 -0.1 0.2 0.0
C -0.764 2.289 1.762 -0.1 -0.1 0.0
H -0.841 0.544 -4.502 0.0 0.0 0.0
H -1.948 0.932 -3.155 0.0 0.0 0.0
H -0.466 1.885 -3.398 0.0 0.0 0.0
H -0.617 -1.608 -3.925 0.0 0.0 0.0
H -0.101 -2.124 -2.298 0.0 0.0 0.0
H -1.728 -1.452 -2.536 -0.1 0.0 0.0
H 1.101 -0.201 -4.951 0.0 0.0 0.0
H 3.525 0.112 -5.335 0.0 0.0 0.0
H 4.982 0.686 -3.411 0.0 0.0 0.0
H 4.074 0.799 -1.152 0.0 0.0 0.0
H 3.997 -0.412 0.377 0.0 0.0 0.0
H 4.909 0.288 2.535 0.0 0.0 0.0
H 3.455 1.422 4.205 0.0 0.0 0.0
H 1.047 1.683 3.706 0.0 0.0 0.0
H -0.843 0.288 3.373 0.0 0.0 0.0
H -1.966 -0.129 2.033 0.0 0.0 0.0
H -0.444 -1.018 2.228 0.0 0.0 0.0
H -0.764 2.452 2.842 0.0 0.0 0.0
H -0.140 3.028 1.277 0.0 0.0 0.0
H -1.782 2.364 1.385 0.0 0.0 0.0
C -5.510 -0.873 0.463 0.0 0.0 0.1
Si -4.632 -0.322 -1.098 0.0 -0.2 0.2
C -4.322 -1.849 -2.148 -0.1 0.1 -0.2
C -5.795 0.800 -2.057 0.0 0.0 0.0
Se -2.839 0.904 -0.589 -0.2 0.6 -0.1
H -6.426 -1.429 0.241 0.0 0.0 0.0
H -5.768 -0.008 1.079 0.0 0.0 0.0
H -4.835 -1.511 1.035 0.0 0.0 0.0
H -5.240 -2.429 -2.293 0.0 0.1 0.0
H -3.600 -2.480 -1.639 0.1 -0.1 0.1
H -3.937 -1.578 -3.135 0.0 0.0 0.0
H -6.772 0.324 -2.188 0.0 0.0 0.0
H -5.384 1.032 -3.042 0.0 0.0 0.0
H -5.936 1.744 -1.526 0.0 0.0 0.0
C -2.176 8.488 -0.514 0.0 0.0 0.0
C -1.413 7.207 -0.718 0.0 0.0 0.0
C -0.560 6.715 0.262 0.0 0.0 0.0
C 0.160 5.544 0.064 0.0 0.1 0.0
C 0.027 4.854 -1.128 0.0 0.0 0.0
C -0.819 5.328 -2.120 0.0 0.0 0.0
C -1.532 6.495 -1.911 0.0 0.0 0.0
S 0.892 3.322 -1.373 0.0 -0.1 0.1
O 1.227 3.260 -2.775 0.0 0.0 0.0
O 1.987 3.300 -0.433 0.0 0.0 0.0
O -0.181 2.341 -1.005 0.0 0.0 -0.3
H -2.088 8.842 0.513 0.0 0.0 0.0
H -3.236 8.355 -0.736 0.0 0.0 0.0
H -1.801 9.276 -1.172 0.0 0.0 0.0
H -0.454 7.256 1.196 0.0 0.0 0.0
H 0.838 5.172 0.821 0.0 0.0 0.0
H -0.910 4.778 -3.048 0.0 0.0 0.0
H -2.196 6.862 -2.686 0.0 0.0 0.0
C 4.294 -2.262 4.496 0.0 0.0 0.0
C 3.612 -2.765 3.252 0.0 0.0 0.0
C 4.369 -3.030 2.116 0.0 0.1 0.0
C 3.755 -3.445 0.946 0.0 0.0 0.0
C 2.388 -3.656 0.907 0.0 0.0 0.0
C 1.626 -3.451 2.056 0.0 -0.2 0.1
N 0.252 -3.765 2.095 0.1 0.2 -0.1
C -0.297 -4.475 0.985 -0.1 0.0 0.0
C -0.139 -5.853 0.884 0.1 0.0 0.0
C -0.614 -6.537 -0.223 0.0 0.0 0.0
C -1.240 -5.835 -1.244 0.0 0.0 0.0
C -1.429 -4.467 -1.129 0.0 0.0 0.1
C -0.979 -3.775 -0.007 -0.1 0.0 0.0
C -1.396 -2.326 0.226 0.3 0.0 0.4
O -2.500 -2.167 0.725 -0.1 0.0 -0.2
O -0.504 -1.451 -0.062 -0.2 -0.1 -0.4
C 2.229 -2.958 3.224 0.0 0.0 0.0
C 1.366 -2.673 4.423 0.0 0.0 0.0
H 5.375 -2.249 4.358 0.0 0.0 0.0
H 4.073 -2.887 5.365 0.0 0.0 0.0
H 3.979 -1.243 4.734 0.0 0.0 0.0
H 5.443 -2.876 2.143 0.0 0.0 0.0
H 4.346 -3.616 0.053 0.0 0.0 0.0
H 1.915 -3.993 -0.005 0.0 0.0 0.0
H -0.022 -4.149 2.986 -0.1 0.0 0.0
H 0.386 -6.379 1.674 0.0 0.0 0.0
H -0.483 -7.609 -0.296 0.0 0.0 0.0
H -1.599 -6.357 -2.122 0.0 0.0 0.0
H -1.963 -3.934 -1.904 0.0 0.0 0.0
H 0.426 -2.208 4.119 0.0 0.0 0.0
H 1.858 -2.002 5.123 0.0 0.0 0.0
H 1.111 -3.586 4.976 0.0 0.0 0.0
```
Forces are in eV/Å.

LUMO energy (alpha / beta): 2.553 / 2.553 eV
Net charge: -1
ΔE to the lowest compared entry with this formula, charge and spin: 0.00 kcal/mol
Multiplicity: 2
Max |F|: 0.782 eV Å⁻¹

Atom charges from the Löwdin analysis, given in e for atoms 1 to 6: number 1, Fe, carries 0.47; number 2, C, carries -0.08; number 3, N, carries -0.22; number 4, C, carries -0.05; number 5, C, carries -0.19; number 6, C, carries -0.03


No. 2
Formula: C23H33Cl2N4O4Sm
Source: the Open Molecules 2025 dataset
Level of theory: ωB97M-V/def2-TZVPD

Geometry as XYZ:
```
67
Properties=species:S:1:pos:R:3:forces:R:3
O 0.768 0.957 -1.157 -0.6 -1.3 1.3
C 0.897 1.499 -2.404 -0.1 0.4 -0.7
C 0.933 3.047 -2.330 0.0 -0.1 -0.2
C 0.574 3.726 -1.159 0.0 -0.2 -0.2
H 0.299 3.154 -0.271 0.1 0.2 -0.3
C 0.523 5.121 -1.130 0.1 -0.2 -0.2
H 0.221 5.606 -0.203 0.1 0.0 -0.2
C 0.840 5.863 -2.269 0.1 -0.3 0.1
H 0.808 6.949 -2.236 0.0 -0.2 -0.1
C 1.225 5.196 -3.437 0.1 -0.3 0.1
H 1.471 5.766 -4.333 0.0 -0.1 0.2
C 1.288 3.796 -3.460 -0.2 0.1 0.3
H 1.586 3.256 -4.364 -0.1 0.3 0.2
H 1.845 1.167 -2.882 0.0 0.2 0.1
C -0.133 -0.474 -3.779 0.0 -0.1 0.0
C -0.240 0.953 -3.305 -0.4 1.0 0.3
H -0.718 -0.632 -4.697 0.2 0.0 0.3
H -0.535 -1.161 -3.010 0.2 0.1 -0.4
H 0.906 -0.765 -3.988 -0.1 0.1 0.1
C -1.354 1.686 -3.454 0.3 -0.2 0.1
C -2.602 1.269 -4.155 -0.2 -0.3 -0.1
H -1.412 2.664 -2.975 0.2 -0.1 -0.2
H -2.791 1.878 -5.046 0.1 0.0 0.1
H -3.464 1.390 -3.490 0.1 0.0 -0.1
H -2.563 0.216 -4.452 -0.2 0.2 0.0
Sm -0.813 -0.142 0.012 0.4 1.2 -1.0
Cl -1.850 1.961 1.172 -0.1 0.0 0.2
Cl -2.964 -0.823 -1.364 0.1 -0.1 0.1
C -3.001 -1.318 1.850 0.9 0.0 -0.6
O -1.789 -1.629 1.697 -1.0 0.1 0.5
N -3.942 -2.143 2.277 0.1 -0.3 0.4
C -3.596 -3.460 2.803 -0.2 0.2 -0.1
C -5.332 -1.721 2.353 0.0 0.2 0.1
H -3.340 -0.306 1.580 -0.1 -0.2 0.1
H -2.549 -3.663 2.579 -0.2 0.0 0.0
H -4.243 -4.213 2.350 0.1 0.0 -0.1
H -3.771 -3.481 3.884 0.1 0.0 -0.1
H -5.413 -0.726 1.904 -0.1 -0.2 0.1
H -5.669 -1.684 3.397 0.1 0.1 -0.2
H -5.988 -2.416 1.817 0.2 0.1 -0.1
H 1.444 -5.146 -0.914 -0.1 0.2 -0.1
H 3.890 -4.252 -0.637 -0.1 0.1 0.0
C 1.387 -4.382 -1.701 0.0 0.0 -0.1
C 3.631 -3.412 -1.292 0.2 0.1 -0.1
N 2.195 -3.222 -1.334 0.0 -0.3 0.3
H 0.351 -4.076 -1.854 0.2 -0.1 0.0
C 1.624 -2.165 -0.780 -1.3 0.3 0.1
O 0.376 -2.085 -0.626 1.6 -0.3 0.0
H 4.098 -2.496 -0.921 0.0 -0.2 -0.1
H 2.289 -1.342 -0.453 -0.2 -0.3 -0.3
H 1.799 -4.809 -2.616 -0.1 0.0 0.0
H 4.013 -3.640 -2.290 0.0 0.1 0.1
N 2.701 1.910 5.989 -0.2 -0.1 -0.2
C 2.111 2.034 4.753 0.1 1.0 0.0
O 1.813 3.125 4.279 0.3 -1.2 0.5
C 1.890 0.752 4.001 -0.2 -0.5 -0.6
C 2.343 -0.505 4.433 -0.4 0.2 -0.5
C 2.021 -1.633 3.678 -0.2 0.2 -0.3
C 1.258 -1.484 2.513 0.4 0.4 0.5
N 0.866 -0.285 2.058 0.4 0.1 0.7
C 1.183 0.812 2.785 -0.2 -0.4 -0.2
H 2.748 2.741 6.556 0.0 0.0 -0.1
H 2.785 1.026 6.469 -0.1 0.3 -0.2
H 2.942 -0.605 5.336 -0.1 -0.1 -0.2
H 2.348 -2.627 3.961 0.0 0.1 0.1
H 0.959 -2.352 1.925 0.0 0.2 0.1
H 0.822 1.755 2.358 0.2 -0.2 0.4
```
Forces are in eV/Å.

LUMO energy (alpha / beta): -0.299 / -0.301 eV
Net charge: 0
ΔE to the lowest compared entry with this formula, charge and spin: 0.00 kcal/mol
Multiplicity: 6
Max |F|: 1.923 eV Å⁻¹

Atom charges from the Löwdin analysis, given in e for atoms 1 to 6: number 1, O, carries -0.40; number 2, C, carries -0.42; number 3, C, carries -0.18; number 4, C, carries -0.04; number 5, H, carries 0.06; number 6, C, carries -0.08


No. 3
Formula: C33H69N3O16P3
Source: the Open Molecules 2025 dataset
Level of theory: ωB97M-V/def2-TZVPD

Geometry as XYZ:
```
124
Properties=species:S:1:pos:R:3:forces:R:3
C 1.281 2.229 1.710 0.0 0.4 -0.2
C 0.359 1.977 0.557 -0.7 0.4 -0.5
N -0.488 2.763 0.021 0.6 -0.7 0.4
C 0.433 0.625 -0.142 -0.1 0.2 -0.2
C -0.903 0.303 -0.720 0.1 -0.1 -0.6
N -1.069 -0.041 -1.960 0.0 0.0 0.3
C -2.484 -0.199 -2.354 -0.6 0.8 0.2
P -2.991 -2.004 -2.544 0.1 -0.3 -0.8
P -4.879 -2.117 -1.468 -0.4 0.5 -0.3
O -5.677 -0.897 -1.642 0.3 -0.4 0.2
O -5.462 -3.449 -2.128 0.3 0.0 0.3
O -4.644 -2.513 0.067 -0.1 0.0 0.1
C -3.159 0.700 -1.285 0.8 0.2 0.2
P -3.170 2.572 -1.564 0.1 0.3 0.3
C -2.038 2.734 -2.985 0.3 -0.3 -0.1
O -4.615 2.764 -2.314 -0.1 -0.1 0.0
C -2.259 0.278 -0.084 -0.9 -0.5 -0.1
O -2.470 0.896 1.126 0.4 0.4 -0.3
C -2.620 0.004 2.211 -0.3 -0.1 0.7
C -1.338 -0.620 2.722 0.4 0.0 0.1
N -0.830 -1.754 1.940 -0.3 0.2 0.2
C -0.443 -2.959 2.684 0.3 -0.2 -0.1
C -1.097 -4.206 2.116 0.2 -0.2 -0.1
C -0.821 -4.370 0.608 0.0 -0.4 0.2
O -2.487 -4.226 2.444 0.1 -0.1 -0.2
H 0.815 1.883 2.634 0.1 -0.1 0.0
H 2.240 1.729 1.578 0.0 -0.1 0.0
H 1.470 3.299 1.805 0.0 0.0 0.1
H -0.528 3.684 0.454 0.0 0.0 0.0
H 0.781 -0.186 0.501 0.1 0.2 -0.1
H 1.144 0.765 -0.965 0.1 -0.3 0.1
H -0.318 -0.109 -2.634 0.1 0.0 0.0
H -2.611 0.222 -3.349 0.1 -0.1 0.0
H -2.129 -2.661 -1.647 0.0 0.2 0.4
H -6.176 -3.824 -1.600 -0.3 -0.1 -0.2
H -4.617 -3.469 0.189 0.2 -0.1 0.2
H -4.214 0.512 -1.106 0.1 -0.4 0.0
H -1.037 2.412 -2.700 0.0 0.2 0.0
H -2.344 2.140 -3.855 -0.1 0.2 0.0
H -1.948 3.780 -3.268 -0.1 0.0 0.0
H -4.697 2.328 -3.168 -0.1 0.0 -0.1
H -2.460 -0.805 0.038 0.2 0.0 0.0
H -3.040 0.608 3.017 0.0 0.1 -0.1
H -3.356 -0.771 1.971 0.0 0.0 -0.1
H -1.539 -0.931 3.750 0.0 -0.2 0.0
H -0.573 0.164 2.799 -0.1 0.0 0.1
H -0.054 -1.443 1.380 -0.1 -0.3 0.1
H -0.713 -2.855 3.736 -0.1 0.0 0.0
H 0.639 -3.125 2.647 0.0 0.1 0.0
H -0.662 -5.071 2.621 -0.2 0.0 0.1
H -0.178 -3.583 0.215 -0.1 0.1 -0.1
H -0.333 -5.329 0.425 0.0 0.1 0.0
H -1.753 -4.397 0.047 -0.1 0.2 0.0
H -2.881 -3.438 2.061 0.0 0.3 -0.1
O 1.037 -7.221 1.535 0.1 0.3 -0.1
C 1.112 -7.883 2.538 -0.3 0.0 0.1
O 0.206 -8.849 2.714 0.1 -0.1 -0.2
C 0.241 -9.779 3.805 0.0 -0.1 0.3
C -0.436 -9.225 5.039 -0.1 0.1 0.0
C 2.133 -7.601 3.615 0.2 -0.2 -0.1
H 1.265 -10.104 3.998 0.0 0.0 0.0
H -0.303 -10.645 3.435 0.0 0.0 0.0
H 0.079 -8.341 5.418 0.1 0.0 0.0
H -0.451 -9.977 5.828 0.0 0.0 0.0
H -1.461 -8.941 4.802 0.2 -0.1 0.1
H 1.746 -6.809 4.255 0.0 0.0 0.0
H 3.041 -7.247 3.133 0.0 0.1 0.0
H 2.382 -8.459 4.232 -0.1 0.0 0.0
O 0.809 4.054 -2.363 0.1 -0.1 -0.1
C 1.243 5.039 -1.813 0.1 -0.1 -0.2
O 0.450 6.112 -1.743 -0.2 0.0 0.1
C 0.815 7.295 -1.010 0.1 0.2 0.0
C 1.681 8.224 -1.833 0.0 -0.1 -0.1
C 2.644 5.101 -1.272 0.0 -0.1 0.3
H 1.285 7.026 -0.064 0.0 0.0 0.0
H -0.135 7.767 -0.773 0.0 0.0 0.0
H 2.631 7.760 -2.102 0.0 0.0 0.0
H 1.889 9.134 -1.273 0.0 0.0 0.0
H 1.169 8.492 -2.757 0.0 0.0 0.0
H 3.311 5.381 -2.088 0.0 0.0 0.0
H 2.921 4.109 -0.922 0.0 0.0 -0.1
H 2.787 5.794 -0.448 0.1 0.1 -0.1
O 4.844 7.181 -4.572 0.0 0.0 0.1
C 4.119 6.568 -5.309 0.1 0.0 -0.1
O 3.146 5.808 -4.766 -0.1 0.1 0.1
C 2.138 5.172 -5.569 -0.1 -0.1 -0.1
C 2.599 3.834 -6.104 0.1 0.0 0.0
C 4.304 6.582 -6.805 -0.2 0.2 -0.1
H 1.807 5.842 -6.363 0.0 0.0 0.0
H 1.299 5.035 -4.893 0.0 0.0 0.1
H 3.455 3.936 -6.771 0.0 0.0 0.0
H 1.791 3.354 -6.657 0.0 0.0 0.0
H 2.894 3.186 -5.279 0.0 0.0 0.0
H 5.063 5.843 -7.063 0.0 0.0 0.0
H 4.670 7.565 -7.089 0.1 0.0 0.0
H 3.402 6.373 -7.372 0.1 -0.1 0.0
O 5.812 5.922 1.796 0.0 0.0 0.1
C 6.373 6.271 0.793 0.1 -0.1 0.0
O 5.667 6.289 -0.352 -0.2 0.0 -0.1
C 6.160 6.834 -1.585 0.0 0.1 -0.1
C 6.948 5.832 -2.394 0.1 -0.2 0.1
C 7.841 6.618 0.762 -0.1 0.3 0.0
H 6.716 7.754 -1.399 0.0 0.0 0.0
H 5.268 7.110 -2.142 0.0 0.0 0.0
H 7.854 5.490 -1.890 0.0 0.1 0.1
H 7.228 6.276 -3.348 0.0 0.0 0.0
H 6.334 4.952 -2.589 0.0 0.0 -0.1
H 8.409 5.693 0.664 0.0 0.0 0.0
H 8.097 7.083 1.710 0.0 -0.1 0.1
H 8.124 7.291 -0.043 0.0 -0.1 0.0
O -3.080 -7.939 4.010 -0.1 0.1 -0.1
C -4.233 -7.610 4.052 -0.2 0.0 -0.1
O -5.090 -8.381 4.749 0.1 0.0 0.1
C -6.446 -8.001 5.000 -0.2 0.0 0.0
C -7.368 -8.376 3.859 0.1 0.0 -0.1
C -4.741 -6.395 3.306 0.1 0.1 0.3
H -6.507 -6.940 5.246 0.0 0.0 0.0
H -6.718 -8.551 5.899 0.0 0.0 0.0
H -7.105 -7.852 2.940 0.0 0.0 0.0
H -8.400 -8.129 4.112 0.0 0.0 0.0
H -7.304 -9.446 3.663 0.0 0.0 0.0
H -4.946 -6.685 2.275 0.0 0.0 0.0
H -3.937 -5.661 3.309 -0.1 -0.1 -0.1
H -5.637 -5.952 3.734 0.0 -0.1 -0.1
```
Forces are in eV/Å.

LUMO energy: -3.163 eV
Net charge: +1
Max |F|: 1.022 eV Å⁻¹

Atom charges from the Löwdin analysis, given in e for atoms 1 to 6: number 1, C, carries -0.01; number 2, C, carries -0.38; number 3, N, carries 0.19; number 4, C, carries -0.03; number 5, C, carries -0.12; number 6, N, carries 0.13


No. 4
Formula: C2H7N3S2
Source: the Open Molecules 2025 dataset
Level of theory: ωB97M-V/def2-TZVPD

Geometry as XYZ:
```
14
Properties=species:S:1:pos:R:3:forces:R:3
C 0.888 -0.882 -0.004 -2.5 1.6 0.4
C -1.310 0.380 0.449 1.6 -1.5 -0.9
N 0.704 -0.969 -1.275 0.2 -0.3 -0.5
N 1.713 -1.412 0.822 0.8 -0.5 0.3
N -0.858 1.770 0.319 0.1 0.8 0.1
S -2.092 -0.410 -0.855 0.5 0.0 0.0
S -0.562 -0.176 -2.209 -0.3 0.3 0.4
H -1.611 0.078 1.440 0.0 0.1 0.2
H 1.283 -1.509 -1.924 0.0 -0.2 0.2
H 1.677 -1.216 1.817 -0.1 0.0 -0.2
H 2.445 -2.071 0.545 -0.1 0.2 0.0
H -1.516 2.404 0.814 0.1 -0.2 -0.2
H -0.833 2.061 -0.677 0.1 -0.1 0.3
H 0.072 1.950 0.737 -0.3 -0.2 -0.2
```
Forces are in eV/Å.

LUMO energy (alpha / beta): -10.449 / -10.396 eV
Net charge: +2
ΔE to the lowest compared entry with this formula, charge and spin: 57.17 kcal/mol
Max |F|: 3.019 eV Å⁻¹

Atom charges from the Löwdin analysis, given in e for atoms 1 to 6: number 1, C, carries -0.20; number 2, C, carries -0.44; number 3, N, carries -0.30; number 4, N, carries 0.20; number 5, N, carries 0.15; number 6, S, carries 0.76


No. 5
Formula: C4H7NO2
Source: the Open Molecules 2025 dataset
Level of theory: ωB97M-V/def2-TZVPD

Geometry as XYZ:
```
14
Properties=species:S:1:pos:R:3:forces:R:3
O -1.776 0.772 1.259 0.2 0.0 0.1
C -0.539 0.412 0.728 0.4 0.0 -0.1
C -0.292 -1.063 0.437 0.0 0.0 0.1
N 1.021 -0.943 -0.193 0.1 -0.2 -0.1
C 0.923 0.135 -1.179 0.1 0.1 -0.2
C -0.117 1.077 -0.577 0.1 0.3 -0.2
O -0.484 2.135 -1.024 0.1 -0.6 0.2
H -1.510 1.251 2.045 -0.7 0.3 0.2
H 0.278 0.697 1.415 -0.1 -0.1 -0.1
H -0.248 -1.648 1.360 0.1 0.0 -0.2
H -1.075 -1.494 -0.214 0.1 0.2 0.1
H 1.370 -1.809 -0.576 -0.1 0.0 0.0
H 0.574 -0.185 -2.174 0.0 0.0 0.1
H 1.874 0.662 -1.306 -0.1 -0.1 0.0
```
Forces are in eV/Å.

LUMO energy: 0.643 eV
Net charge: 0
ΔE to the lowest compared entry with this formula, charge and spin: 35.69 kcal/mol
Max |F|: 0.823 eV Å⁻¹

Atom charges from the Löwdin analysis, given in e for atoms 1 to 6: number 1, O, carries 0.02; number 2, C, carries -0.34; number 3, C, carries -0.16; number 4, N, carries -0.07; number 5, C, carries -0.13; number 6, C, carries -0.33